Record 1
{
  "formula": "C5H14N2",
  "method": "wB97M-V/def2-TZVPD",
  "species": ["C", "N", "C", "C", "C", "N", "C", "H", "H", "H", "H", "H", "H", "H", "H", "H", "H", "H", "H", "H", "H"],
  "xyz": [[-0.76358, 0.60129, 1.08467], [-1.09073, -0.30740, 2.03291], [0.84681, -2.41090, -0.60744], [-0.04293, -2.91930, 0.22949], [-0.34101, 1.27744, -1.91540], [0.86967, 0.80332, -1.27545], [0.23638, 1.69474, 1.41864], [-0.19066, 0.03909, 0.25114], [-1.70039, 1.03054, 0.72738], [-0.24199, -0.61117, 2.52384], [1.28325, -2.92084, -1.45573], [0.91096, -1.32865, -0.56598], [-0.41487, -3.92927, 0.10854], [-0.34900, -2.28432, 1.03341], [-0.33869, 1.22561, -3.01647], [-1.12377, 0.56848, -1.62891], [1.58954, 1.41686, -1.59947], [-0.66266, 2.29630, -1.65835], [1.23017, 1.24842, 1.34192], [-0.01799, 2.11844, 2.38956], [0.31149, 2.39133, 0.58172]],
  "e_homo_ev": -7.59,
  "multiplicity": 1,
  "max_force_ev_per_a": 2.1,
  "total_charge": 0,
  "de_lowest_kcal_mol": 186.1,
  "e_lumo_ha": -0.1034
}


Record 2
{
  "formula": "C5H14N2",
  "method": "wB97M-V/def2-TZVPD",
  "species": ["C", "C", "C", "N", "C", "C", "N", "H", "H", "H", "H", "H", "H", "H", "H", "H", "H", "H", "H", "H", "H"],
  "xyz": [[-1.07053, 1.35451, 0.95362], [0.40161, 1.23126, 0.49211], [0.82656, 2.52868, -0.18916], [0.53267, 0.08112, -0.39943], [0.54919, -1.23787, 0.18158], [0.20225, -2.36526, -0.82417], [-1.22899, -2.69718, -0.79081], [-1.08971, 2.16133, 1.68443], [-1.76090, 1.42214, 0.12007], [-1.29260, 0.41310, 1.46233], [1.08719, 1.05452, 1.33134], [1.90241, 2.71541, -0.16576], [0.46108, 2.50917, -1.21707], [0.43234, 3.36934, 0.38388], [0.93101, 0.23556, -1.30135], [1.49821, -1.44400, 0.71770], [-0.22659, -1.21814, 0.94554], [0.80349, -3.22274, -0.54105], [0.38596, -2.09591, -1.86329], [-1.52663, -2.85063, 0.15366], [-1.81803, -1.94440, -1.13417]],
  "e_homo_ev": -8.20,
  "multiplicity": 1,
  "max_force_ev_per_a": 1.8,
  "total_charge": 0,
  "de_lowest_kcal_mol": 21.7,
  "e_lumo_ha": 0.0421
}


Record 3
{
  "formula": "C5H14N2",
  "method": "wB97M-V/def2-TZVPD",
  "species": ["C", "N", "C", "C", "C", "C", "N", "H", "H", "H", "H", "H", "H", "H", "H", "H", "H", "H", "H", "H", "H"],
  "xyz": [[0.56094, 2.59772, 1.43756], [0.37480, 1.49727, 0.37464], [0.92291, 0.19252, 0.73604], [0.78492, -0.78283, -0.48722], [-0.64850, -1.42898, -0.29807], [-1.70937, -0.34163, -0.63026], [-0.48560, -2.48138, -1.33164], [0.27173, 3.48614, 0.84049], [1.45312, 2.61585, 1.95096], [-0.15781, 2.27660, 2.23211], [0.97152, 1.82994, -0.50163], [2.00265, 0.07262, 1.05619], [0.43056, -0.24348, 1.60719], [1.08018, -0.37004, -1.46649], [1.34757, -1.60112, -0.08095], [-0.89832, -1.94072, 0.67395], [-1.46457, 0.18677, -1.51081], [-2.75522, -0.82304, -0.92041], [-1.54044, 0.17941, 0.26319], [0.44543, -2.73757, -1.81682], [-0.98650, -2.18405, -2.12802]],
  "e_homo_ev": -8.40,
  "multiplicity": 1,
  "max_force_ev_per_a": 5.3,
  "total_charge": 0,
  "de_lowest_kcal_mol": 73.7,
  "e_lumo_ha": 0.0382
}


Record 4
{
  "formula": "C5H14N2",
  "method": "wB97M-V/def2-TZVPD",
  "species": ["C", "C", "N", "N", "H", "H", "H", "H", "H", "H", "H", "H", "C", "C", "C", "H", "H", "H", "H", "H", "H"],
  "xyz": [[-1.61653, -0.14507, 0.07338], [-2.42381, -0.56035, 1.27386], [-2.12252, 0.90788, -0.66396], [-0.82048, -0.98377, -0.58340], [0.49486, 0.67912, 0.54198], [-2.40607, 1.72158, -0.14078], [-1.59912, 1.12694, -1.49912], [-0.69112, -1.85698, -0.08434], [0.29621, -0.47456, -0.68816], [-2.73585, 0.30400, 1.85765], [-1.84391, -1.21926, 1.91899], [-3.32513, -1.08743, 0.94342], [2.61280, -0.69554, 0.20724], [1.61290, 0.18890, -0.48269], [1.97073, 1.10534, -1.38079], [-0.25924, 0.76494, 1.02962], [3.64723, -0.43888, -0.04500], [2.50204, -0.62809, 1.29406], [2.45327, -1.74734, -0.05320], [3.01147, 1.30059, -1.63989], [1.24227, 1.73799, -1.87887]],
  "e_homo_ev": -7.61,
  "multiplicity": 1,
  "max_force_ev_per_a": 1.3,
  "total_charge": 0,
  "de_lowest_kcal_mol": 103.3,
  "e_lumo_ha": 0.0338
}


Number 1: total energy -308.126565 a.u.. Number 2: total energy -308.388469 a.u.. Number 3: total energy -308.305641 a.u.. Number 4: total energy -308.258369 a.u..